Entry 1:
Computed, not measured: C26H31AlFNO3S as an isolated structure, with wB97M-V/def2-TZVPD.

Structure (XYZ):
```
64
Properties=species:S:1:pos:R:3
Al -1.19 -0.32 -0.33
C -4.31 1.65 0.99
C -2.89 2.12 0.80
O -2.18 1.27 -0.20
H -4.80 2.31 1.71
H -4.34 0.64 1.38
H -4.87 1.70 0.06
H -2.29 2.04 1.69
H -2.82 3.14 0.41
H -2.55 1.41 -1.08
F -1.79 -1.68 -6.14
C -1.72 -1.42 -4.84
C -0.66 -1.94 -4.11
C -0.59 -1.64 -2.76
C -1.55 -0.85 -2.11
C -2.61 -0.38 -2.90
C -2.71 -0.65 -4.26
H 0.08 -2.55 -4.61
H 0.26 -2.05 -2.21
H -3.44 0.18 -2.47
H -3.53 -0.29 -4.86
O -1.66 -1.16 1.16
C -1.91 -1.69 2.27
C -1.96 -3.17 2.42
C -0.68 -3.49 3.26
C 0.49 -2.49 3.14
C 0.42 -1.22 4.03
C -0.63 -0.20 3.62
N -1.90 -0.94 3.38
H -1.95 -3.63 1.44
H -2.86 -3.49 2.94
H -0.33 -4.48 2.94
H -0.96 -3.59 4.31
H 0.65 -2.20 2.10
H 1.40 -3.03 3.43
H 1.40 -0.73 4.03
H 0.24 -1.53 5.07
H -0.36 0.32 2.70
H -0.81 0.55 4.39
H -2.19 -1.47 4.19
O 0.52 -0.05 -0.01
S 2.04 -0.05 -0.28
C 2.61 1.38 0.56
C 3.93 1.34 0.99
C 4.46 2.45 1.63
C 3.66 3.57 1.84
C 2.33 3.58 1.42
C 1.80 2.48 0.77
C 2.20 0.31 -1.99
C 1.47 1.32 -2.60
C 1.62 1.51 -3.96
C 2.51 0.71 -4.68
C 3.24 -0.29 -4.06
C 3.08 -0.51 -2.69
H 4.55 0.46 0.82
H 5.48 2.45 1.96
H 4.07 4.43 2.35
H 1.72 4.46 1.59
H 0.77 2.49 0.43
H 0.79 1.94 -2.03
H 1.06 2.29 -4.46
H 2.63 0.88 -5.74
H 3.92 -0.90 -4.62
H 3.62 -1.30 -2.19
```

Its total energy is -2029.90169 a.u. The net charge is +2. As for the spin multiplicity: 1. The value obtained for the orbital gap is 8.7 eV. The value obtained for the lowest unoccupied orbital energy is -0.202 Ha.

Entry 2:
Computed, not measured: C26H31B11Br6CaN6S3 as an isolated structure, with wB97M-V/def2-TZVPD.

Structure (XYZ):
```
84
Properties=species:S:1:pos:R:3
Ca -4.19 -8.18 20.38
N -1.06 -4.50 21.07
C -1.91 -5.53 20.95
S -3.25 -5.38 19.90
N -1.51 -6.62 21.66
N -2.02 -7.85 21.46
C -1.64 -8.82 22.31
C -2.10 -10.16 22.02
C -1.53 -11.33 22.65
C -1.90 -12.58 22.21
C -2.84 -12.69 21.17
C -3.40 -11.51 20.66
N -3.09 -10.31 21.13
H -1.19 -3.68 20.58
H -0.27 -4.52 21.70
H -0.97 -8.61 23.16
H -0.65 -11.29 23.27
H -1.53 -13.46 22.70
H -2.97 -13.63 20.70
H -3.99 -11.55 19.78
Br -6.03 -10.82 18.14
B -5.31 -10.49 16.42
B -5.27 -11.64 15.04
C -3.89 -11.19 14.14
B -3.79 -11.27 15.86
B -2.81 -10.07 14.93
B -3.85 -9.69 13.51
B -5.43 -10.67 13.56
B -6.25 -10.13 15.00
Br -8.20 -10.08 15.12
B -5.33 -8.94 13.96
Br -6.35 -7.67 12.89
B -3.84 -8.60 14.89
Br -2.82 -6.94 14.87
B -3.74 -9.63 16.35
Br -2.63 -9.08 17.87
B -5.35 -8.80 15.86
Br -5.96 -7.34 16.87
H -5.80 -12.71 14.96
H -3.40 -11.99 13.59
H -3.08 -12.07 16.38
H -1.67 -10.03 14.92
H -3.30 -9.34 12.51
H -5.83 -11.23 12.62
S -6.71 -9.12 21.44
C -7.28 -7.96 22.51
N -8.60 -7.79 22.76
C -9.05 -7.13 24.03
C -7.93 -7.31 25.14
N -6.60 -7.02 24.59
C -5.53 -6.93 25.58
C -5.18 -8.29 26.16
C -4.97 -9.44 25.31
C -4.65 -10.64 25.87
C -4.64 -10.82 27.23
C -4.94 -9.70 28.07
C -5.11 -8.44 27.52
C -6.31 -7.15 23.27
S -4.91 -6.48 22.64
C -9.61 -8.03 21.68
C -10.43 -9.24 21.99
C -11.72 -9.12 22.41
C -12.41 -10.25 22.76
C -11.89 -11.52 22.46
C -10.64 -11.62 21.91
C -9.85 -10.50 21.69
H -10.02 -7.59 24.37
H -9.29 -6.08 23.88
H -7.94 -8.30 25.60
H -8.20 -6.59 25.89
H -5.77 -6.27 26.44
H -4.72 -6.47 25.08
H -4.96 -9.40 24.19
H -4.31 -11.43 25.17
H -4.49 -11.78 27.61
H -4.99 -9.87 29.15
H -5.10 -7.65 28.23
H -8.98 -8.22 20.74
H -10.29 -7.16 21.70
H -12.17 -8.17 22.63
H -13.36 -10.24 23.24
H -12.42 -12.40 22.72
H -10.32 -12.60 21.63
H -8.82 -10.59 21.28
```

Its total energy is -18927.40741 a.u. The net charge is +2. As for the spin multiplicity: 1. The value obtained for the orbital gap (spin up / spin down) is 5.0 / 3.2 eV. The value obtained for the lowest unoccupied orbital energy (spin up / spin down) is -0.296 / -0.360 Ha.

Question: Number 1 is which compound?
Answer: C26H31AlFNO3S